107
Properties=species:S:1:pos:R:3:forces:R:3:lowdin_charge:R:1 method="wB97M-V/def2-TZVPD" total_charge=+2 mol_weight_g_mol=939.857 spin_multiplicity=3 homo_lumo_gap_ev="5.287 / 5.092" de_lowest_ev=2.075 e_lumo_ev="-6.4 / -6.7"
Mo -1.473 -0.393 -0.544 -0.215 0.142 -0.221 1.204
C 4.694 0.025 2.208 0.007 -0.003 0.016 -0.033
C 4.018 1.393 2.341 0.025 -0.016 0.003 -0.538
C 5.049 2.520 2.292 0.017 0.005 0.012 -0.017
C 3.299 1.435 3.684 -0.025 0.006 -0.030 -0.084
N 3.118 1.558 1.151 -0.048 0.034 -0.008 0.011
C 3.659 1.385 -0.119 0.022 -0.008 0.028 -0.041
C 2.698 1.610 -1.020 -0.057 0.009 0.010 -0.034
N 1.546 1.968 -0.325 -0.008 0.038 -0.050 0.063
B 0.150 2.034 -0.886 -0.034 -0.052 -0.105 -0.679
N 0.120 2.014 -2.424 0.027 0.042 0.024 0.081
C 0.882 2.841 -3.229 0.050 -0.015 0.033 -0.025
C 0.502 2.639 -4.505 0.030 -0.052 -0.006 0.003
N -0.503 1.692 -4.497 -0.092 0.032 0.005 0.032
C -0.739 1.351 -3.217 0.007 -0.053 -0.061 -0.548
S -2.054 0.331 -2.701 0.028 0.025 -0.079 0.812
C -1.216 1.200 -5.741 0.000 0.005 -0.006 -0.529
C -2.649 1.727 -5.719 0.000 -0.027 -0.014 -0.027
C -0.491 1.768 -6.957 0.014 0.011 -0.013 -0.044
C -1.153 -0.328 -5.801 0.007 0.023 0.021 -0.037
N -0.759 3.129 -0.333 -0.036 -0.017 0.012 0.031
C -0.450 4.467 -0.245 -0.012 -0.024 -0.039 -0.016
C -1.421 5.062 0.472 -0.019 -0.020 0.040 -0.003
N -2.328 4.083 0.842 -0.029 0.006 -0.008 0.029
C -1.893 2.908 0.347 0.008 0.042 -0.041 -0.605
S -2.692 1.373 0.582 0.053 -0.002 0.048 0.740
C -3.567 4.342 1.660 -0.006 0.010 0.014 -0.534
C -3.601 5.821 2.036 0.014 0.003 -0.005 -0.043
C -3.509 3.514 2.946 0.010 0.001 -0.015 -0.036
C -4.795 4.017 0.814 -0.016 -0.004 0.010 -0.028
C 1.805 1.906 1.031 0.057 -0.005 0.026 -0.674
S 0.628 2.168 2.212 0.106 -0.067 0.113 0.684
H 5.290 -0.166 3.100 0.007 0.000 -0.003 0.097
H 5.366 -0.035 1.351 -0.019 -0.010 0.018 0.078
H 3.943 -0.763 2.117 0.008 -0.001 -0.003 0.075
H 5.753 2.407 3.117 -0.002 0.004 -0.002 0.098
H 4.559 3.489 2.392 0.000 0.000 -0.004 0.098
H 5.619 2.512 1.362 -0.003 0.003 0.009 0.083
H 4.058 1.269 4.450 -0.005 -0.001 -0.001 0.094
H 2.541 0.658 3.766 -0.011 0.007 -0.009 0.051
H 2.822 2.392 3.871 -0.009 0.002 -0.006 0.057
H 4.689 1.125 -0.272 -0.023 0.007 -0.014 0.124
H 2.738 1.529 -2.089 -0.003 0.007 -0.030 0.119
H -0.384 1.036 -0.418 0.059 -0.124 0.152 -0.006
H 1.640 3.491 -2.831 0.000 0.003 0.004 0.136
H 0.875 3.078 -5.410 0.004 0.007 0.026 0.126
H -2.661 2.817 -5.694 0.004 -0.001 0.004 0.098
H -3.215 1.347 -4.871 -0.008 0.002 -0.002 0.047
H -3.157 1.402 -6.627 0.009 0.002 0.003 0.103
H -0.548 2.856 -7.004 0.006 -0.011 0.001 0.092
H -0.986 1.382 -7.847 -0.006 0.002 -0.001 0.101
H 0.552 1.451 -6.995 -0.007 -0.004 -0.010 0.100
H -1.846 -0.803 -5.112 0.016 0.004 0.030 0.051
H -0.148 -0.688 -5.583 0.000 0.006 -0.016 0.088
H -1.422 -0.641 -6.809 -0.015 0.005 0.003 0.098
H 0.439 4.883 -0.684 -0.001 -0.008 0.000 0.139
H -1.538 6.091 0.749 0.009 -0.007 -0.003 0.125
H -2.749 6.106 2.655 -0.008 0.000 -0.001 0.099
H -4.505 5.994 2.618 -0.003 -0.001 0.002 0.100
H -3.651 6.467 1.160 0.005 -0.002 0.004 0.094
H -2.518 3.575 3.399 -0.012 0.006 0.002 0.096
H -3.758 2.470 2.768 0.029 0.004 0.003 0.036
H -4.235 3.911 3.654 -0.014 -0.005 -0.010 0.097
H -4.829 4.651 -0.073 0.003 -0.004 0.001 0.099
H -5.692 4.210 1.403 0.006 0.006 -0.001 0.102
H -4.818 2.974 0.502 -0.002 0.014 0.001 0.045
O 0.616 -1.813 -3.299 0.024 0.053 -0.061 0.126
C 0.439 -2.056 -2.141 0.043 -0.061 0.042 -0.630
O 0.233 -1.104 -1.225 0.084 -0.005 0.006 -0.389
C 0.484 -3.486 -1.616 0.021 -0.019 -0.029 -0.175
P 0.335 -3.719 0.192 -0.004 0.048 -0.001 1.089
C 1.952 -4.096 0.846 -0.031 0.001 0.057 -0.378
C 3.067 -3.402 0.368 0.037 0.014 -0.017 -0.088
C 4.308 -3.604 0.948 -0.011 -0.013 -0.016 -0.068
C 4.444 -4.485 2.014 -0.033 -0.018 -0.005 -0.051
C 3.335 -5.163 2.504 0.021 0.005 -0.009 -0.057
C 2.089 -4.967 1.929 0.004 -0.003 0.044 -0.085
C -0.798 -5.050 0.579 0.010 -0.018 -0.008 -0.367
C -2.054 -4.745 1.101 -0.015 0.001 -0.020 -0.086
C -2.942 -5.770 1.392 -0.002 0.011 -0.013 -0.055
C -2.578 -7.089 1.162 0.007 -0.004 0.008 -0.047
C -1.326 -7.394 0.641 -0.008 0.010 -0.010 -0.051
C -0.431 -6.379 0.350 -0.008 -0.025 -0.010 -0.083
H 1.420 -3.938 -1.953 -0.005 -0.005 -0.023 0.113
H -0.323 -4.042 -2.099 -0.068 0.026 0.055 0.120
H 2.972 -2.700 -0.453 -0.015 0.007 -0.016 0.111
H 5.172 -3.079 0.564 -0.003 0.001 0.004 0.114
H 5.416 -4.648 2.459 0.000 0.004 0.000 0.117
H 3.443 -5.856 3.328 0.001 0.008 -0.002 0.116
H 1.228 -5.504 2.310 0.040 0.027 0.005 0.107
H -2.340 -3.710 1.244 0.007 0.004 0.009 0.082
H -3.922 -5.540 1.787 0.005 -0.002 0.000 0.114
H -3.274 -7.886 1.386 0.000 0.000 0.001 0.118
H -1.049 -8.424 0.460 0.003 0.003 0.000 0.118
H 0.547 -6.620 -0.049 -0.013 0.003 -0.002 0.119
N -2.669 -1.024 2.783 0.037 -0.044 0.016 0.034
N -1.606 -1.398 3.596 -0.064 0.026 -0.006 -0.049
C -0.379 -1.534 3.100 0.026 0.046 0.035 -0.718
N 0.592 -1.917 3.930 -0.005 0.003 -0.001 0.141
S 0.067 -1.254 1.470 0.019 -0.025 -0.005 0.738
H -2.950 -0.069 2.973 0.005 -0.010 0.032 0.066
H -3.445 -1.663 2.899 0.016 0.000 0.017 0.109
H -1.745 -1.495 4.595 -0.004 0.007 -0.025 0.166
H 0.435 -2.072 4.914 -0.008 -0.014 -0.005 0.130
H 1.535 -1.983 3.583 -0.025 0.024 -0.007 0.100
O -2.246 -2.149 -0.790 0.129 0.051 0.020 -0.394
O -3.146 -1.210 -0.255 -0.110 -0.098 0.080 -0.433